one.
H10O5 | ωB97M-V with the def2-TZVPD basis set

SMILES: O.O.O.O.O
HOMO level: -11.4 eV
Orbital gap: 11.34 eV

Geometry (Å):
O: -0.42 -3.51 -1.32
O: 1.37 1.96 0.26
O: 1.67 -0.90 0.85
O: -1.84 0.19 1.41
O: -0.77 2.14 -1.27
H: 0.34 -3.76 -0.78
H: 0.90 1.30 -0.18
H: 0.81 -1.01 0.62
H: -0.56 2.81 -0.64
H: -1.19 0.86 1.56
H: 1.57 2.52 -0.51
H: -1.14 1.40 -0.76
H: 1.92 -1.64 1.38
H: -2.09 0.23 0.48
H: -0.56 -2.59 -1.10



two.
H10O5 | ωB97M-V with the def2-TZVPD basis set

SMILES: O.O.O.O.O
HOMO level: -11.1 eV
Orbital gap: 10.81 eV

Geometry (Å):
O: -0.20 -0.40 -1.35
O: -1.86 -2.48 -2.34
O: -4.32 1.95 1.69
O: 3.41 2.34 0.01
O: 2.74 -1.73 2.34
H: -0.60 0.37 -1.16
H: 3.26 1.83 0.84
H: 3.13 -0.94 2.06
H: -4.42 1.02 1.58
H: -1.74 -1.69 -1.90
H: -3.95 2.27 0.86
H: 1.86 -1.48 1.97
H: 3.92 1.69 -0.38
H: 0.66 -0.38 -0.93
H: -1.89 -2.36 -3.29



Which structure loses on stability? two does.



one.
H10O5 | ωB97M-V with the def2-TZVPD basis set

HOMO level: -8.8 eV
Orbital gap: 8.22 eV

Geometry (Å):
O: 3.79 -9.17 13.30
O: 6.41 -7.48 15.62
O: 4.78 -10.25 14.62
O: 4.82 -8.50 15.80
O: 4.73 -6.44 16.73
H: 4.07 -6.99 16.32
H: 4.22 -9.58 14.05
H: 5.56 -6.77 16.38
H: 6.63 -6.55 15.63
H: 4.79 -9.29 15.25
H: 5.63 -10.52 14.26
H: 7.18 -7.90 15.23
H: 4.32 -11.07 14.80
H: 4.43 -9.24 12.59
H: 5.72 -8.19 15.71



two.
H10O5 | ωB97M-V with the def2-TZVPD basis set

SMILES: O.O.O.O.O
HOMO level: -10.5 eV
Orbital gap: 10.47 eV

Geometry (Å):
O: 2.07 1.05 2.63
O: 0.32 -3.99 -1.02
O: -1.97 -1.80 -0.36
O: 0.24 0.32 0.49
O: 0.19 3.87 -0.45
H: 0.87 4.36 -0.92
H: 2.09 2.00 2.55
H: -0.36 0.86 -0.03
H: -1.49 -1.71 -1.20
H: -0.25 -4.37 -1.70
H: -0.44 3.61 -1.13
H: -2.73 -1.23 -0.45
H: 1.80 0.73 1.75
H: -0.20 -0.54 0.58
H: -0.12 -3.17 -0.76



Which structure loses on stability? one does.



one.
H10O5 | ωB97M-V with the def2-TZVPD basis set

SMILES: O.O.O.O.O
HOMO level: -10.7 eV
Orbital gap: 10.81 eV

Geometry (Å):
O: 1.47 -0.62 -1.44
O: 2.54 -0.55 1.18
O: -1.60 2.55 -0.53
O: -2.30 -2.15 -0.04
O: -0.35 -0.08 0.62
H: -1.13 3.39 -0.56
H: 3.23 -0.29 0.55
H: -0.40 -0.45 1.50
H: -1.25 2.05 -1.29
H: -1.81 -1.38 0.24
H: 0.89 -0.66 -0.66
H: -1.81 -2.87 0.40
H: 1.54 0.29 -1.73
H: -0.87 0.68 0.58
H: 1.86 0.08 1.16



two.
H10O5 | ωB97M-V with the def2-TZVPD basis set

SMILES: O.O.O.O.O
HOMO level: -10.2 eV
Orbital gap: 10.23 eV

Geometry (Å):
O: 0.28 0.23 0.17
O: 0.61 -1.85 1.98
O: -0.11 -0.85 -2.37
O: 0.91 2.60 -0.61
O: -1.98 -0.72 1.62
H: 0.55 3.05 -1.37
H: 1.73 2.29 -1.03
H: -1.35 -0.65 2.32
H: 0.57 -1.09 1.42
H: 0.22 -0.19 -0.68
H: -0.87 -0.31 -2.66
H: -0.26 -1.75 -2.38
H: 0.50 1.10 -0.18
H: 0.63 -1.46 2.84
H: -1.41 -0.42 0.95



three.
H10O5 | ωB97M-V with the def2-TZVPD basis set

SMILES: O.O.O.O.O
HOMO level: -9.5 eV
Orbital gap: 9.73 eV

Geometry (Å):
O: 2.23 3.58 -1.69
O: -1.58 0.37 -1.58
O: -0.18 -0.25 -0.20
O: -1.61 0.67 1.42
O: 1.25 -4.50 1.98
H: -1.10 -0.23 0.10
H: -1.24 1.25 -1.36
H: -1.74 1.48 1.94
H: 1.39 3.74 -2.15
H: 1.99 3.57 -0.76
H: -1.68 0.39 -2.53
H: 0.20 -1.01 0.24
H: 1.36 -4.79 1.07
H: -1.18 0.07 2.03
H: 1.14 -3.54 1.91



four.
H10O5 | ωB97M-V with the def2-TZVPD basis set

SMILES: O.O.O.O.O
HOMO level: -10.3 eV
Orbital gap: 9.98 eV

Geometry (Å):
O: 1.87 1.05 0.30
O: -3.97 0.76 -0.25
O: 3.53 -0.45 -0.22
O: -2.56 -1.41 0.38
O: 1.09 -1.08 -0.31
H: 0.85 -0.16 -0.48
H: 3.22 0.41 -0.54
H: 1.24 1.43 0.92
H: 0.99 -1.17 0.64
H: -1.70 -1.38 -0.06
H: -3.20 1.34 -0.24
H: -3.97 0.39 -1.14
H: -2.70 -0.50 0.69
H: 2.72 -0.92 0.02
H: 2.60 1.68 0.30



Which structure loses on stability? three does.